No. 1
A 22-piece molecular cluster, C9H63N3O23 overall in a non-equilibrium geometry. Source: the Open Molecules 2025 dataset; level of theory: ωB97M-V/def2-TZVPD.

The geometry in ORCA input format:
```
! RIJCOSX wB97M-V def2-TZVPD def2/J DEFGRID3
* xyz 0 1
N -2.13 1.53 -2.10
C -1.90 0.02 -1.99
C -0.66 -0.37 -0.98
C 0.79 -0.42 -1.78
C 2.06 -0.85 -0.83
C 1.73 -2.31 -0.10
O 1.19 -2.07 1.25
C 2.25 -1.97 2.26
O 3.53 -1.68 1.90
N 2.05 -2.21 3.76
C 1.16 -1.17 4.40
C 1.87 0.27 4.71
C 3.50 0.24 4.85
N 3.92 1.70 5.11
H -2.98 1.66 -2.74
H -1.31 2.00 -2.58
H -2.90 -0.46 -1.57
H -1.65 -0.44 -3.06
H -0.90 -1.40 -0.42
H -0.54 0.47 -0.15
H 1.00 0.64 -2.24
H 0.63 -1.15 -2.69
H 2.30 -0.10 0.04
H 3.04 -1.03 -1.48
H 0.91 -2.82 -0.82
H 2.66 -3.04 -0.14
H 1.47 -3.11 3.79
H 0.81 -1.62 5.44
H 0.15 -0.95 3.80
H 1.51 1.10 3.96
H 1.46 0.62 5.78
H 3.90 -0.49 5.70
H 4.07 -0.06 3.87
H 3.05 2.29 5.23
H 4.42 2.08 4.25
O -0.48 4.21 -0.80
H -1.06 3.47 -1.03
H 0.18 4.22 -1.52
O 5.27 -1.56 -1.59
H 5.81 -0.76 -1.53
H 4.95 -1.70 -0.69
O -3.15 5.61 -0.93
H -3.47 4.73 -0.66
H -2.19 5.50 -1.01
O 6.50 0.51 6.24
H 5.73 0.63 5.67
H 6.92 -0.29 5.89
O 1.12 -2.51 -4.18
H 0.53 -3.25 -4.41
H 1.77 -2.50 -4.90
O -4.05 -1.01 -3.44
H -4.97 -0.92 -3.16
H -4.10 -0.98 -4.41
O -2.22 8.29 0.23
H -2.81 7.55 0.00
H -1.56 8.30 -0.48
O -0.22 -5.21 -1.38
H 0.23 -6.05 -1.22
H -0.03 -4.68 -0.60
O -2.13 -0.87 4.03
H -3.05 -0.78 4.32
H -2.18 -0.84 3.07
O 0.19 -1.91 7.66
H 0.52 -2.07 8.55
H -0.77 -1.83 7.77
O -6.22 7.24 -1.01
H -5.41 6.99 -0.55
H -5.94 7.38 -1.93
O 6.77 -2.36 1.03
H 5.99 -2.03 1.50
H 7.19 -2.96 1.67
O 9.41 -1.23 5.97
H 9.95 -0.43 6.03
H 9.09 -1.37 6.88
O -6.59 4.43 -1.83
H -7.28 4.33 -2.50
H -6.50 5.39 -1.73
O -0.95 -2.31 -6.73
H -0.55 -1.83 -7.47
H -0.50 -1.95 -5.95
O 5.97 1.56 2.83
H 6.78 1.31 3.29
H 6.25 1.70 1.92
O -3.92 -1.67 -8.10
H -3.10 -1.92 -7.64
H -3.63 -1.53 -9.02
O 3.46 -5.84 0.25
H 3.85 -5.35 -0.49
H 3.91 -5.48 1.03
O -6.66 -0.15 -4.56
H -7.58 -0.06 -4.28
H -6.71 -0.12 -5.53
O -8.77 -1.30 -6.13
H -9.54 -1.18 -6.70
H -8.35 -2.10 -6.48
O -7.47 1.33 -1.56
H -6.93 2.12 -1.49
H -7.79 1.19 -0.65
*
```

Properties
Maximum force: 8.15 eV/A
Energy relative to the best compared isomer or geometry (same formula, charge and spin): 596.27 kJ/mol
E_HOMO: -8.74 eV
Total energy: -2275.2626 Ha

No. 2
A 8-piece molecular cluster, C12H42N2O10 overall. Source: the Open Molecules 2025 dataset; level of theory: ωB97M-V/def2-TZVPD.

The geometry in ORCA input format:
```
! RIJCOSX wB97M-V def2-TZVPD def2/J DEFGRID3
* xyz 0 1
C -31.34 -11.45 5.88
O -31.25 -11.11 7.23
C -32.48 -10.69 7.75
C -32.31 -10.30 9.20
N -31.49 -9.13 9.36
C -31.36 -8.74 10.76
C -30.64 -7.41 10.87
O -31.42 -6.40 10.26
C -30.66 -5.36 9.70
H -32.14 -12.18 5.71
H -30.38 -11.88 5.59
H -31.52 -10.57 5.24
H -33.22 -11.51 7.68
H -32.91 -9.87 7.15
H -31.84 -11.13 9.73
H -33.32 -10.16 9.65
H -31.88 -8.34 8.86
H -30.72 -9.46 11.28
H -32.34 -8.70 11.28
H -29.66 -7.54 10.40
H -30.53 -7.17 11.94
H -29.82 -5.06 10.33
H -31.31 -4.50 9.54
H -30.23 -5.64 8.72
C -27.58 -7.15 2.54
O -28.55 -6.13 2.51
C -29.51 -6.32 1.53
C -30.49 -5.17 1.59
N -31.13 -5.09 2.90
C -32.19 -4.08 2.97
C -32.98 -4.16 4.25
O -32.24 -3.49 5.25
C -32.79 -3.66 6.54
H -26.88 -7.04 1.71
H -28.03 -8.15 2.50
H -27.04 -7.08 3.49
H -30.05 -7.27 1.68
H -29.07 -6.34 0.52
H -31.25 -5.34 0.82
H -29.99 -4.23 1.30
H -30.42 -4.80 3.56
H -32.86 -4.08 2.10
H -31.76 -3.06 2.96
H -33.14 -5.20 4.54
H -33.94 -3.66 4.09
H -33.78 -3.18 6.61
H -32.12 -3.19 7.25
H -32.91 -4.72 6.79
O -29.84 -9.19 4.15
H -30.00 -9.88 3.49
H -30.70 -8.77 4.29
O -31.98 -7.42 4.25
H -31.50 -6.63 3.88
H -32.78 -7.49 3.72
O -32.18 -7.31 7.04
H -32.46 -7.37 6.12
H -31.23 -7.10 6.96
O -31.15 -10.57 1.96
H -31.79 -11.27 2.11
H -31.62 -9.91 1.43
O -29.52 -7.62 6.68
H -29.69 -8.07 5.84
H -29.56 -8.32 7.33
O -27.19 -10.11 4.89
H -28.02 -9.66 4.68
H -27.43 -10.78 5.53
*
```

Properties
Maximum force: 0.87 eV/A
Energy relative to the best compared isomer or geometry (same formula, charge and spin): 0.00 kJ/mol
E_HOMO: -8.39 eV
Total energy: -1344.2527 Ha

No. 3
An isolated ion of composition C6H10N2P and charge +1 in a non-equilibrium geometry. Source: the Open Molecules 2025 dataset; level of theory: ωB97M-V/def2-TZVPD.

The geometry in ORCA input format:
```
! RIJCOSX wB97M-V def2-TZVPD def2/J DEFGRID3
* xyz 1 1
H 2.56 -1.99 0.40
P 2.84 -0.73 -0.12
C 1.46 0.00 0.33
C 1.27 1.39 -0.47
C 0.17 2.15 0.12
N -1.04 1.81 0.02
C -1.51 0.62 -0.25
N -0.90 -0.44 0.06
C -1.59 -1.64 -0.42
C 0.23 -0.50 0.94
H 0.98 1.01 -1.43
H 2.13 1.99 -0.51
H 0.32 3.09 0.66
H -2.38 0.48 -0.76
H -2.44 -1.98 0.27
H -0.80 -2.47 -0.53
H -1.84 -1.35 -1.48
H 0.57 -1.56 1.27
H -0.02 0.13 1.90
*
```

Properties
Maximum force: 3.70 eV/A
Energy relative to the best compared isomer or geometry (same formula, charge and spin): 347.99 kJ/mol
E_HOMO: -13.80 eV
Total energy: -685.1294 Ha

Number 1: LUMO energy 0.147 eV. Number 2: LUMO energy -0.132 eV. Number 3: LUMO energy -4.851 eV.